Record 1
A 2-piece molecular cluster, C42H47NO6Si overall. Source: the OMol25 dataset; level of theory: ωB97M-V with the def2-TZVPD basis set.

CARTESIAN COORDINATES (ANGSTROEM)
C  6.714618  -1.506315  2.173383
O  6.621254  -1.807074  0.771436
C  5.897855  -0.974187  -0.016777
C  5.899720  -1.242669  -1.405120
C  4.946822  -0.670605  -2.212520
C  4.084318  0.377284  -1.742558
C  3.054095  0.939972  -2.587281
C  2.372593  2.166497  -2.165470
O  2.539040  2.769717  -1.107965
O  1.448944  2.755073  -3.003010
C  1.405218  2.384885  -4.393715
C  0.335921  1.317332  -4.602876
C  1.176858  3.663725  -5.213826
O  2.700805  1.921876  -4.809393
C  3.354379  0.982708  -4.025055
O  4.254964  0.397435  -4.600793
C  4.231650  0.734957  -0.373416
C  5.098331  0.076549  0.482248
H  7.415245  -2.243972  2.565237
H  7.102172  -0.487564  2.339731
H  5.732364  -1.613642  2.662605
H  6.592587  -1.981940  -1.801360
H  4.861097  -0.999659  -3.246870
H  0.510713  0.451857  -3.949300
H  -0.650620  1.741907  -4.370384
H  0.339771  0.997925  -5.654415
H  1.977944  4.374781  -4.982491
H  1.212597  3.429329  -6.282763
H  0.212829  4.119352  -4.974483
H  3.648505  1.572104  0.005937
H  5.142598  0.376374  1.532015
C  -6.820121  0.052811  0.783930
Si  -5.700389  1.050799  1.884843
C  -6.040404  2.879692  2.028274
C  -5.513980  0.232435  3.549017
O  -4.210308  1.033222  1.143675
C  -2.983659  0.332623  1.144204
C  -2.099502  0.751771  2.345471
C  -2.318266  1.949597  3.031051
C  -1.411121  2.350267  4.016582
C  -0.346563  1.525779  4.376605
C  -0.216312  0.265545  3.790494
C  -1.062046  -0.099980  2.742955
C  -3.290512  -1.174253  1.104594
C  -3.350648  -1.908750  2.294953
C  -3.765792  -3.245921  2.266141
C  -4.188365  -3.822612  1.071938
C  -4.180481  -3.066800  -0.101443
C  -3.716052  -1.752108  -0.090562
C  -2.304558  0.845711  -0.187999
C  -2.310987  2.387342  -0.222551
C  -0.933118  2.848946  0.242276
C  -0.066253  1.590979  0.282799
N  -0.880485  0.514030  -0.282613
C  -0.273103  -0.475288  -0.943150
C  1.095920  -0.721398  -0.728521
C  1.961325  -1.370598  -1.595554
C  2.755187  -2.506585  -1.166872
C  3.291054  -3.362211  -2.158106
C  4.070708  -4.452057  -1.804559
C  4.472959  -4.627188  -0.476040
C  3.964502  -3.786580  0.512168
C  3.032651  -2.799779  0.197464
H  -7.837951  0.020700  1.192383
H  -6.863009  0.470774  -0.228957
H  -6.452818  -0.978356  0.702847
H  -7.030207  3.071364  2.464795
H  -5.292785  3.365841  2.673431
H  -5.998423  3.372821  1.046636
H  -6.365695  0.489495  4.192256
H  -5.476555  -0.858821  3.440139
H  -4.591029  0.557702  4.047675
H  -3.191000  2.572805  2.799419
H  -1.552794  3.317981  4.496503
H  0.378971  1.856340  5.119515
H  0.539084  -0.442621  4.134420
H  -0.913708  -1.048910  2.227133
H  -3.076730  -1.451252  3.250143
H  -3.757654  -3.820747  3.193398
H  -4.528557  -4.856625  1.047210
H  -4.534713  -3.473462  -1.045540
H  -3.698937  -1.168135  -1.010393
H  -2.832730  0.461652  -1.066965
H  -2.447672  2.675041  -1.274959
H  -3.142785  2.816576  0.338689
H  -0.506713  3.554107  -0.478711
H  -0.960345  3.338282  1.220787
H  0.851914  1.748602  -0.288112
H  0.233602  1.348101  1.312297
H  -0.842988  -1.085413  -1.654970
H  1.519474  -0.356968  0.214222
H  1.939673  -1.183277  -2.666286
H  3.096423  -3.115548  -3.205683
H  4.413563  -5.131314  -2.583823
H  5.146423  -5.437299  -0.206528
H  4.302746  -3.895465  1.546438
H  2.577459  -2.197422  0.988377

Forces on the atoms, in the same order (eV/Å):
-0.094 -0.001 -0.717
0.667 -0.031 0.790
-0.672 0.760 -0.403
-0.171 -0.244 1.193
-0.340 0.949 -0.071
1.005 -1.278 1.329
-0.476 2.345 -1.888
0.629 -0.225 0.307
-0.571 -0.322 -0.358
-0.005 -0.072 -0.632
0.947 0.027 0.154
-0.113 0.068 -0.167
0.064 -0.299 0.290
-1.210 -0.051 0.358
0.699 0.067 0.225
-0.619 -0.044 -0.062
-0.266 0.236 -0.712
0.568 -0.917 -0.182
-0.111 0.135 0.073
-0.116 -0.330 -0.040
0.255 0.057 -0.112
-0.207 -0.019 0.153
0.155 0.231 0.408
0.056 0.208 -0.164
0.241 -0.105 -0.018
0.008 0.026 0.316
-0.191 -0.197 -0.025
-0.026 -0.028 0.208
0.085 -0.099 0.029
0.207 -0.399 -0.090
-0.034 -0.160 -0.358
-0.369 0.139 0.004
0.913 -0.441 -0.007
-0.309 0.141 -0.013
-0.272 0.008 0.244
0.289 0.077 -0.152
-0.028 0.227 -0.129
-0.525 -0.498 -0.195
0.125 -0.163 0.014
-0.107 -0.034 -0.139
-0.060 -0.056 0.062
-0.091 -0.031 -0.284
0.121 0.320 0.345
-0.063 0.439 0.377
-0.083 -0.529 -0.255
0.087 0.347 0.086
-0.008 0.057 -0.184
0.116 0.195 -0.051
0.032 -0.328 0.247
-0.159 0.182 0.252
-0.166 0.015 -0.770
0.215 0.299 0.004
0.688 0.424 0.677
0.335 -0.425 -0.398
0.314 1.182 -0.105
-0.352 0.395 0.085
-0.813 -1.457 0.493
1.094 -0.011 0.321
-0.194 0.470 0.269
0.161 -0.027 -0.070
-0.407 0.092 -0.266
-0.286 0.159 0.252
0.331 0.325 -0.522
0.078 -0.043 -0.156
-0.038 -0.029 0.164
-0.003 0.196 0.107
0.181 0.032 -0.098
-0.208 -0.196 -0.134
-0.042 -0.149 0.207
0.159 -0.113 0.011
-0.080 0.247 0.059
-0.222 -0.020 -0.072
0.519 -0.281 -0.033
0.101 -0.238 -0.040
-0.273 -0.109 -0.079
-0.056 0.330 -0.145
-0.015 0.236 0.176
-0.092 -0.215 -0.460
-0.095 0.109 -0.281
0.073 0.226 0.033
0.062 -0.128 0.223
-0.167 -0.333 0.244
0.103 -0.044 0.347
-0.029 0.023 0.273
0.195 -0.202 -0.080
-0.024 -0.092 0.203
0.000 -0.133 -0.238
-0.237 -0.262 -0.029
-0.055 0.062 -0.306
-0.002 0.322 0.365
-0.212 -0.484 -0.092
-0.568 -0.398 -0.002
0.066 -0.220 0.304
0.032 0.163 0.222
-0.064 0.194 -0.085
-0.240 -0.069 -0.344
0.260 -0.159 -0.292

Total energy ... -65968.89720 eV
Gap between HOMO and LUMO ... 4.6 eV
Max |F| ... 3.05 eV/Å
2S+1 ... 1

Record 2
A 10-piece molecular cluster, C42H48N12O2 overall. Source: the OMol25 dataset; level of theory: ωB97M-V with the def2-TZVPD basis set.

CARTESIAN COORDINATES (ANGSTROEM)
C  -1.311254  4.180110  -2.336514
C  -0.480376  3.078770  -2.406419
C  -0.697955  2.115412  -3.408965
N  -1.720800  2.203967  -4.258098
C  -2.551002  3.248188  -4.142467
C  -2.398132  4.307036  -3.222921
H  -1.059679  5.001996  -1.675645
H  0.323183  2.964372  -1.693022
H  -0.014574  1.273082  -3.534895
H  -3.362799  3.273651  -4.864632
H  -3.082464  5.179988  -3.215071
C  -4.284740  -2.926294  0.572283
C  -3.570441  -4.057393  0.125746
C  -2.457154  -4.440670  0.851881
N  -1.973930  -3.852872  1.950649
C  -2.715920  -2.817804  2.405149
C  -3.833049  -2.289184  1.715903
H  -5.073632  -2.509082  -0.036445
H  -3.841800  -4.587552  -0.776293
H  -1.822554  -5.261198  0.582341
H  -2.365331  -2.270552  3.278754
H  -4.323913  -1.398926  2.125614
C  -0.510520  4.992077  3.195151
C  0.451909  5.784555  2.580027
C  0.904368  5.404578  1.325466
N  0.373446  4.412622  0.620226
C  -0.554578  3.633541  1.202889
C  -1.006936  3.855281  2.488639
H  -0.934085  5.307614  4.154725
H  0.843216  6.580082  3.166407
H  1.628486  6.055455  0.798239
H  -1.046938  2.847810  0.633449
H  -1.717436  3.138480  2.942892
C  -5.543941  2.666344  1.338624
C  -5.125687  2.151372  2.554325
C  -3.978898  1.425663  2.618234
N  -3.169974  1.217061  1.574112
C  -3.559263  1.732468  0.388386
C  -4.715884  2.455763  0.207740
H  -6.481698  3.146934  1.102114
H  -5.769198  2.305654  3.409143
H  -3.638043  0.990927  3.568262
H  -2.894385  1.465630  -0.408388
H  -4.969326  2.842396  -0.768261
C  4.506549  -2.349024  0.798334
C  3.111317  -2.435953  1.052533
C  2.626878  -3.046534  2.205866
N  3.451773  -3.578536  3.116445
C  4.752079  -3.487708  2.846009
C  5.325336  -2.896630  1.751836
H  4.847002  -1.891974  -0.129383
H  2.402389  -2.090457  0.315174
H  1.541945  -3.056787  2.363061
H  5.423285  -3.966912  3.574186
H  6.389033  -2.834412  1.557862
C  2.269912  -4.978473  -1.209171
C  3.579346  -5.397574  -1.077688
C  4.272459  -5.674234  -2.271442
N  3.777481  -5.524568  -3.474450
C  2.504547  -5.131688  -3.610752
C  1.727142  -4.839386  -2.524549
H  1.727201  -4.738216  -0.296216
H  3.963805  -5.509542  -0.072562
H  5.301394  -5.990466  -2.219711
H  2.125138  -4.963313  -4.617210
H  0.709450  -4.521838  -2.664498
C  2.860393  2.286852  2.469652
C  2.976003  0.895378  2.394708
C  3.191959  0.267483  3.607522
N  3.279178  0.881369  4.806704
C  3.229333  2.182976  4.858297
C  3.058105  2.937596  3.670269
H  2.656297  2.929964  1.599054
H  2.853912  0.308395  1.499984
H  3.152630  -0.835413  3.668253
H  3.249888  2.617281  5.860480
H  2.854467  3.981459  3.670533
C  -1.064942  -1.632188  -1.220221
C  -0.869680  -0.907036  -0.038029
C  0.290186  -0.086364  0.008447
N  1.289645  0.032291  -0.951374
C  1.034939  -0.673375  -2.071607
C  -0.067900  -1.530617  -2.236280
H  -1.961282  -2.251199  -1.370244
H  -1.519001  -0.940614  0.837561
H  0.433261  0.497809  0.920919
H  1.789438  -0.603337  -2.856736
H  -0.252349  -2.092452  -3.152484
N  3.255194  2.427892  -1.846111
C  4.341924  1.696847  -2.074377
N  4.409941  0.381923  -1.782968
O  5.322011  2.210532  -2.538267
H  3.304947  3.300491  -2.309790
H  2.381360  2.080379  -1.462031
H  3.594429  -0.186312  -1.590371
H  5.208567  0.002694  -2.262785
N  -3.469288  -0.259796  -3.042005
C  -4.451882  -1.134998  -2.676364
N  -5.678784  -0.767116  -2.275143
O  -4.134779  -2.315404  -2.566712
H  -3.543058  0.712706  -3.306854
H  -2.849312  -0.844012  -3.573352
H  -6.187474  0.108458  -2.495873
H  -6.270010  -1.603693  -2.315390

Forces on the atoms, in the same order (eV/Å):
-0.528 0.747 -0.582
-0.059 -0.674 -0.472
-0.097 0.667 0.547
-0.126 0.054 0.136
-0.024 0.744 0.278
0.401 -0.832 -0.130
-0.128 -0.229 0.272
0.106 0.093 -0.040
-0.272 0.208 0.070
-0.005 -0.006 0.048
0.599 -0.766 -0.022
0.896 -0.448 -0.399
-0.310 0.723 0.503
0.586 -0.194 0.270
-1.429 1.306 0.662
0.038 0.254 -0.996
0.298 -0.360 0.812
-0.178 -0.087 0.106
-0.045 0.073 0.007
-0.080 -0.535 -0.661
0.093 -0.345 0.010
0.176 -0.392 -0.283
-0.704 -0.813 -0.803
-0.597 -1.338 0.629
0.020 0.986 -0.695
-0.078 -0.545 -0.147
0.022 0.583 0.269
0.063 0.599 1.285
0.279 -0.416 -0.259
0.451 0.792 -0.115
-0.250 -0.648 0.331
0.484 0.012 -0.197
0.394 0.720 -0.335
1.040 -0.409 -1.945
-1.955 0.879 -0.166
1.688 -0.613 0.276
-0.607 0.231 -0.278
0.486 -0.679 1.008
-0.521 0.115 1.078
-0.152 0.228 0.756
0.169 -0.153 0.226
-0.199 0.182 -0.354
0.213 0.154 -0.621
-0.100 0.007 -0.038
-2.271 -0.024 0.020
0.760 -0.100 -0.456
0.398 0.440 -0.439
-0.196 0.139 -0.330
0.479 -0.992 1.522
0.586 0.668 -1.206
0.132 -0.076 0.337
-0.068 0.211 -0.051
0.417 -0.268 0.225
-0.383 0.250 -0.169
0.085 -0.291 0.527
-0.169 0.175 -1.005
-0.721 -0.029 -0.642
0.221 0.175 1.137
-0.150 -0.129 -0.907
0.464 0.308 0.193
-0.062 -0.101 1.750
-0.245 -0.019 -0.408
0.461 -0.071 -0.209
0.270 -0.150 -0.015
0.143 -0.253 0.089
-0.246 0.117 0.044
0.418 0.365 -0.763
0.006 0.577 0.893
-0.493 -0.951 0.530
0.211 -1.302 -0.290
-0.264 1.052 -1.063
-0.684 -0.783 0.752
0.053 -0.615 0.245
0.017 0.108 -0.220
0.338 0.649 -0.106
0.141 0.166 -0.367
0.256 0.791 0.328
0.832 0.182 -0.332
1.552 0.618 -0.864
0.517 -0.231 -0.272
-2.699 -0.623 0.732
-0.159 -0.730 0.340
-1.073 0.360 0.873
0.509 0.248 0.037
0.040 0.080 -0.476
0.203 -0.076 -0.281
-0.169 0.004 0.050
0.405 0.252 0.108
-1.970 -0.115 0.837
0.302 -0.434 0.117
-0.606 -1.269 0.512
1.977 1.293 -1.201
-0.232 0.801 -0.063
0.452 -0.087 -0.211
0.212 0.230 -0.063
-0.095 -0.456 0.202
-0.279 -0.037 -0.230
1.298 -0.250 0.567
-2.571 0.656 -0.074
-0.166 -0.481 -0.427
-0.305 -0.262 -0.088
0.829 0.588 -0.140
1.082 -0.889 0.023
0.152 0.712 0.337

Total energy ... -66308.60909 eV
Gap between HOMO and LUMO ... 9.3 eV
Max |F| ... 2.86 eV/Å
2S+1 ... 1